185
Properties=species:S:1:pos:R:3:forces:R:3:mulliken_spin:R:1 method="wB97M-V/def2-TZVPD" homo_ev="-17.149 / -17.149" e_lumo_ev="-7.25 / -11.12" gap_ev="9.896 / 6.026" spin_multiplicity=2 charge=+4 energy_ev=-84428.1632
C 1.9213 -8.6749 1.0254 0.545 -1.170 1.586 0.000
C 0.7928 -7.8364 0.6178 -0.525 1.346 -1.013 0.000
C 0.8191 -7.7185 -0.9093 -0.310 1.156 -0.052 0.000
C -0.5350 -7.1571 -1.3885 1.001 -0.467 -0.462 0.000
N -0.5327 -6.3823 -2.8214 -1.084 0.930 2.507 0.000
C -1.8115 -5.4888 -2.8372 -0.857 -0.584 -2.057 0.000
C -1.4449 -4.1358 -3.5664 -0.244 -0.334 0.917 0.000
C 0.0102 -4.2764 -3.9134 0.703 0.348 1.037 0.000
C 0.4943 -5.2326 -2.8434 1.900 -1.833 -1.425 0.000
C -0.4388 -7.3509 -3.9992 0.454 -0.408 1.135 0.000
H 1.9368 -8.5879 2.1118 0.405 -0.599 0.138 0.000
H 2.9025 -8.3499 0.6795 -0.161 0.127 -0.261 0.000
H 1.7520 -9.7120 0.7358 0.263 -0.082 0.133 0.000
H 0.9415 -6.8711 1.1017 -0.257 0.436 -0.275 0.000
H -0.1851 -8.1785 0.9564 0.045 -0.455 0.122 0.000
H 1.1110 -8.7064 -1.2658 -0.390 0.119 -0.586 0.000
H 1.6107 -7.0110 -1.1561 0.202 -0.122 -0.124 0.000
H -0.9133 -6.4962 -0.6087 0.237 0.724 -0.516 0.000
H -1.2186 -8.0035 -1.3211 -0.441 0.147 -1.129 0.000
H -2.5831 -6.0257 -3.3890 0.103 -0.196 -0.072 0.000
H -2.2381 -5.3611 -1.8423 0.692 0.141 0.055 0.000
H -1.9612 -3.8122 -4.4701 -0.746 -0.550 0.338 0.000
H -1.5614 -3.3940 -2.7762 -0.024 0.369 -0.227 0.000
H 0.2133 -4.5922 -4.9367 -0.085 -0.274 0.155 0.000
H 0.5428 -3.3388 -3.7542 -0.035 0.071 -0.202 0.000
H 1.4454 -5.6689 -3.1488 0.070 -0.216 0.028 0.000
H 0.7302 -4.7886 -1.8763 -0.990 -0.071 0.243 0.000
H -1.0905 -8.2030 -3.8060 -0.860 0.606 -0.239 0.000
H 0.4978 -7.9069 -3.9568 0.564 0.756 0.001 0.000
H -0.5626 -6.8591 -4.9640 -0.200 -0.046 0.307 0.000
C -1.2582 4.0421 -0.8883 0.358 -0.710 -0.517 0.000
C -1.6402 2.5507 -0.8581 -0.669 0.963 0.580 0.000
C -2.8752 2.2553 -1.7607 0.205 -0.387 0.124 0.000
C -3.4193 0.8043 -1.5132 0.640 -0.449 -1.797 0.000
N -4.4131 0.1509 -2.6091 -0.060 2.207 1.123 0.000
C -4.0903 0.7077 -4.0698 -2.312 -1.341 -0.369 0.000
C -5.1051 1.8671 -4.4025 1.435 -0.012 1.319 0.000
C -6.1382 1.8325 -3.2892 -0.566 -0.884 1.196 0.000
C -5.8349 0.6078 -2.3534 0.072 1.779 -0.732 0.000
C -4.4725 -1.3495 -2.4376 2.172 0.398 -0.909 0.000
H -0.2011 4.0760 -0.6243 0.028 0.394 0.275 0.000
H -1.8352 4.6879 -0.2263 -0.065 -0.044 -0.271 0.000
H -1.2868 4.3537 -1.9324 -0.213 0.549 0.044 0.000
H -1.7959 2.3147 0.1946 -0.132 -0.506 -0.028 0.000
H -0.7356 2.0442 -1.1944 -0.438 -0.711 -0.081 0.000
H -2.4460 2.4597 -2.7415 -0.202 -0.857 -0.520 0.000
H -3.6297 3.0417 -1.7414 -0.217 -0.072 0.805 0.000
H -3.8406 0.6246 -0.5241 -0.335 0.318 -0.193 0.000
H -2.5608 0.1360 -1.5803 0.145 -0.051 0.106 0.000
H -4.4637 -0.1391 -4.6457 0.516 -0.120 -0.354 0.000
H -3.0557 0.9209 -4.3387 -0.017 -0.242 0.776 0.000
H -5.4847 1.8687 -5.4242 0.128 -0.396 0.144 0.000
H -4.5700 2.8010 -4.2306 0.054 0.075 -0.527 0.000
H -7.1792 1.6268 -3.5386 0.093 0.648 -0.625 0.000
H -6.0745 2.7852 -2.7634 -0.308 -0.230 0.217 0.000
H -6.5437 -0.1714 -2.6337 0.372 -0.192 0.283 0.000
H -5.9246 0.8902 -1.3045 -0.124 -0.340 -0.062 0.000
H -4.6426 -1.6846 -1.4145 -0.545 0.581 -0.045 0.000
H -3.4458 -1.6677 -2.6182 -0.045 -0.406 -0.218 0.000
H -5.1472 -1.7555 -3.1914 -0.036 -0.001 0.310 0.000
C 6.2441 0.7793 -6.0823 -1.280 -1.297 -0.783 0.000
C 5.0606 -0.1150 -6.6258 0.470 0.924 -0.101 0.000
C 3.9378 -0.4125 -5.5682 1.345 1.165 -0.134 0.000
C 3.6394 0.7317 -4.5075 -0.689 -2.268 -0.094 0.000
N 2.4934 0.1820 -3.5360 0.344 1.432 -0.033 0.000
C 1.1179 0.5936 -4.0322 -0.407 -1.010 -0.251 0.000
C 0.9585 2.0632 -3.8278 -0.843 -0.028 -1.484 0.000
C 1.8145 2.3893 -2.6165 -0.966 -0.903 -0.621 0.001
C 2.5311 1.0442 -2.2718 0.589 0.709 0.378 -0.002
C 2.5366 -1.3083 -3.2556 -0.563 0.931 0.340 0.002
H 6.8763 1.0882 -6.9148 -0.114 0.098 0.096 0.000
H 6.8640 0.1773 -5.4180 -0.063 0.420 0.393 0.000
H 5.7576 1.6462 -5.6352 0.646 0.159 0.247 0.000
H 5.4309 -1.0643 -7.0129 0.094 -0.189 0.406 0.000
H 4.7085 0.3415 -7.5509 -0.546 0.366 0.270 0.000
H 4.4107 -1.2324 -5.0277 -0.529 -0.111 0.355 0.000
H 3.0496 -0.7651 -6.0925 -0.137 0.093 0.195 0.000
H 3.2745 1.7010 -4.8470 0.040 -0.244 -0.335 0.000
H 4.5012 0.8880 -3.8587 -0.046 -0.073 -0.120 0.000
H 0.4065 0.1383 -3.3432 0.096 -0.640 -0.101 0.000
H 0.9557 0.2660 -5.0591 0.116 -0.203 0.101 0.000
H -0.0960 2.2961 -3.6802 -0.127 -0.225 0.350 0.000
H 1.1196 2.5960 -4.7649 0.843 0.286 0.199 0.000
H 1.0347 2.5528 -1.8727 0.919 0.740 0.542 -0.001
H 2.3718 3.2524 -2.9807 0.629 -0.062 1.279 0.000
H 2.0677 0.4826 -1.4606 -0.737 0.084 -0.327 0.001
H 3.5243 1.2303 -1.8633 0.432 -0.238 -0.671 -0.001
H 3.5008 -1.5677 -2.8184 -0.092 -0.099 -0.293 0.000
H 2.2488 -1.8815 -4.1369 0.621 0.263 -0.129 0.000
H 1.7275 -1.4850 -2.5469 0.124 0.088 0.352 -0.001
C -8.3086 -4.7671 4.7307 0.598 -0.523 -0.278 0.000
C -6.7699 -4.6476 4.9192 -0.471 -1.265 1.017 0.000
C -6.0091 -4.1208 3.7007 0.030 -0.281 -0.010 0.000
C -4.4753 -4.4429 3.7555 -2.434 1.597 -1.572 0.000
N -3.7795 -3.7328 2.5459 1.310 -0.860 -0.900 0.000
C -2.2942 -4.0683 2.7706 -0.053 -0.042 -1.877 0.000
C -1.7790 -3.0085 3.6688 1.015 -0.090 1.537 0.000
C -2.8638 -1.9823 3.7987 0.947 1.599 0.704 0.000
C -3.6990 -2.2068 2.6290 -1.916 -0.037 -0.924 0.000
C -4.1534 -4.2233 1.0899 -0.996 -1.456 1.499 0.000
H -8.6836 -3.8129 4.3605 -0.361 -0.304 -0.220 0.000
H -8.9408 -5.1245 5.5435 0.646 0.765 0.925 0.000
H -8.5236 -5.6358 4.1084 0.162 0.491 -1.093 0.000
H -6.3669 -5.6116 5.2297 -0.080 -0.561 -0.516 0.000
H -6.5303 -4.1321 5.8493 -0.026 0.950 -0.272 0.000
H -6.2824 -3.0692 3.6137 0.792 0.464 0.262 0.000
H -6.4066 -4.4684 2.7471 -0.184 -0.772 0.120 0.000
H -4.2451 -5.4960 3.5938 -0.189 0.096 0.331 0.000
H -4.1172 -4.0405 4.7031 0.628 -0.202 -0.340 0.000
H -1.8909 -3.8690 1.7778 0.326 -0.194 -0.006 0.000
H -2.0180 -5.0879 3.0391 -0.856 -0.087 0.108 0.000
H -0.8902 -2.6399 3.1567 0.090 0.382 0.490 0.000
H -1.5430 -3.3035 4.6912 0.466 -0.502 -0.253 0.000
H -2.3689 -1.0111 3.7935 -0.445 0.277 -0.037 0.000
H -3.4644 -2.0211 4.7074 0.300 -0.227 0.123 0.000
H -3.2788 -1.8101 1.7048 0.227 -0.499 -0.167 0.000
H -4.6842 -1.7567 2.7506 -0.198 -0.399 -0.162 0.000
H -5.1315 -3.9008 0.7330 0.239 0.858 0.346 0.000
H -4.3405 -5.2953 1.1528 0.164 -0.237 0.518 0.000
H -3.3811 -4.1660 0.3228 0.309 1.100 0.623 0.000
C 0.9431 9.3722 3.7916 1.212 -0.870 -1.350 0.000
C 1.9002 8.8908 2.6271 -0.595 -0.635 1.071 0.000
C 2.6864 7.5955 2.9648 -0.899 -0.256 -0.072 0.000
C 1.8030 6.2915 2.9819 0.767 -0.173 0.095 0.000
P 2.7249 4.6233 2.7222 1.075 1.412 -0.961 -0.004
C 1.5422 3.4391 2.0790 -1.517 -1.481 1.227 -0.002
C 0.7826 2.7258 3.2992 0.156 -0.848 -0.819 -0.002
C -0.1213 1.5063 2.9725 0.803 0.262 -0.782 0.000
C 0.6547 0.3339 2.2988 -1.094 0.182 0.910 0.004
C 3.6270 3.9803 4.2115 -0.472 1.123 -0.136 0.003
C 2.8874 4.2041 5.5306 -0.026 -1.664 2.620 0.000
C 3.8301 4.6858 6.6917 -1.589 0.710 0.840 0.000
C 3.1011 4.7147 8.0992 -0.267 -1.148 -1.182 0.000
C 3.9870 4.7592 1.3297 -0.971 0.910 1.099 0.004
C 3.5079 5.4249 0.0243 -0.809 0.641 1.716 0.000
C 4.3835 4.9546 -1.0827 -1.261 1.103 -1.278 0.001
C 4.0343 5.8331 -2.3580 0.706 -1.422 0.627 0.000
H 1.5203 9.6902 4.6598 0.027 0.266 -0.153 0.000
H 0.3710 8.5047 4.1206 -0.538 0.276 -0.066 0.000
H 0.3466 10.1833 3.3740 -0.247 -0.144 0.514 0.000
H 1.3412 8.6399 1.7257 -0.280 0.469 -0.146 0.000
H 2.6136 9.6829 2.3998 0.010 -0.105 -0.106 0.000
H 3.3497 7.4239 2.1170 0.759 0.277 0.523 0.000
H 3.1227 7.7901 3.9445 0.716 -0.500 -0.236 0.000
H 1.1854 6.1893 3.8742 0.127 -0.066 0.142 0.000
H 1.1008 6.3882 2.1538 -0.008 -0.383 -0.278 0.000
H 2.0473 2.7147 1.4402 0.403 -0.177 0.363 -0.001
H 0.8244 3.8716 1.3820 -0.085 0.554 0.293 0.000
H 0.2105 3.4590 3.8678 0.154 0.071 0.049 0.000
H 1.5041 2.2241 3.9440 0.455 0.727 0.227 -0.001
H -1.0032 1.8248 2.4167 0.018 -0.152 -0.355 0.000
H -0.5042 1.0727 3.8964 0.021 0.348 0.244 0.000
H 1.3436 -0.1087 3.0182 0.406 0.310 -0.003 0.000
H 1.1632 0.5429 1.3576 -0.228 0.052 -0.022 -0.002
H -0.0953 -0.4515 2.2054 0.079 -0.184 -0.707 0.000
H 4.5717 4.5073 4.3454 0.033 0.612 -0.634 0.000
H 3.9983 2.9708 4.0351 -0.620 -0.251 -0.051 0.002
H 2.4947 3.2612 5.9113 0.195 -0.640 -0.276 0.000
H 1.9391 4.7321 5.6305 0.243 0.916 -0.980 0.000
H 4.0854 5.7037 6.3970 0.891 -0.069 0.258 0.000
H 4.6440 3.9893 6.8934 0.429 0.367 -0.791 0.000
H 3.6869 4.9855 8.9776 0.240 0.477 -0.481 0.000
H 2.8659 3.6653 8.2767 -0.206 -0.202 0.192 0.000
H 2.1324 5.2146 8.0998 0.184 0.379 -0.054 0.000
H 4.8048 5.3207 1.7814 0.266 -0.073 -0.162 0.000
H 4.3356 3.7553 1.0873 0.026 -0.182 0.326 -0.002
H 2.4385 5.2628 -0.1108 -0.185 -0.818 -0.486 0.000
H 3.4533 6.5125 0.0731 0.738 0.237 0.351 0.000
H 5.4156 5.0603 -0.7485 0.106 -0.146 -0.440 0.000
H 4.1062 3.9047 -1.1778 0.521 -0.252 -0.569 0.000
H 4.5388 6.7960 -2.2784 -0.054 -0.094 -0.205 0.000
H 2.9624 5.9924 -2.4749 -0.093 0.049 0.339 0.000
H 4.3365 5.2940 -3.2559 0.334 0.322 -0.125 0.000
C 3.9122 -0.6771 0.8086 -0.313 0.218 0.474 0.023
C 4.4850 0.6691 1.1888 1.873 -1.450 -3.301 -0.033
O 5.3486 1.2074 0.4787 -1.283 0.352 1.347 0.139
O 4.0545 1.1396 2.2701 -0.352 1.233 1.441 0.848
H 3.0201 -0.5325 0.1991 -0.042 0.016 0.045 0.009
H 3.6240 -1.1930 1.7245 0.034 -0.405 -0.222 0.002
H 4.6742 -1.1927 0.2241 0.005 -0.063 0.239 0.014
O 0.2793 -2.4613 0.2197 1.071 -3.734 1.630 0.000
C -0.6817 -1.8964 -0.4568 -7.870 -3.187 1.794 0.000
O -1.8972 -2.2762 -0.3549 1.145 -0.572 -0.949 0.000
O -0.2881 -0.8437 -0.8672 0.728 6.064 -4.251 -0.001
H 0.5592 -1.5651 0.0195 4.826 1.366 1.518 0.000